{
  "formula": "C46H62N5O2OsSe",
  "method": "the ωB97M-V functional and the def2-TZVPD basis",
  "species": ["Os", "C", "C", "C", "C", "C", "C", "C", "Se", "C", "C", "C", "C", "C", "C", "O", "C", "C", "C", "C", "C", "C", "C", "C", "C", "O", "C", "C", "C", "C", "C", "C", "H", "H", "H", "H", "H", "H", "H", "H", "H", "H", "H", "H", "H", "H", "H", "H", "H", "H", "H", "H", "H", "H", "H", "H", "H", "H", "H", "H", "H", "H", "H", "H", "H", "H", "H", "H", "H", "H", "H", "H", "N", "C", "C", "C", "C", "C", "C", "C", "C", "C", "C", "C", "C", "H", "H", "H", "H", "H", "H", "H", "H", "H", "H", "C", "N", "C", "N", "C", "N", "C", "N", "C", "C", "H", "H", "H", "H", "H", "H", "H", "H", "H", "H", "H", "H"],
  "xyz": [[-0.21315, 0.26725, -0.40585], [4.69082, -5.42161, -0.35960], [3.30212, -5.80519, 0.16141], [3.46092, -6.57735, 1.48009], [2.62311, -6.69573, -0.89226], [2.40741, -4.60264, 0.39020], [2.78967, -3.30487, 0.08743], [1.89894, -2.25578, 0.21524], [2.57015, -0.58614, -0.51678], [2.93742, 0.68310, 0.91536], [4.24850, 1.10475, 1.03321], [4.59193, 2.13499, 1.89947], [3.57956, 2.61383, 2.73094], [2.26104, 2.22326, 2.65169], [1.87564, 1.29311, 1.63680], [0.64002, 1.05008, 1.36174], [1.20343, 2.81332, 3.57106], [1.79882, 3.67182, 4.68971], [0.26778, 3.68792, 2.72387], [0.41614, 1.67569, 4.23722], [5.99211, 2.71835, 1.89336], [6.09187, 3.97156, 2.76814], [6.34716, 3.12667, 0.45500], [6.99446, 1.67104, 2.39207], [0.55778, -2.43391, 0.63270], [-0.33028, -1.48856, 0.57601], [0.20698, -3.75199, 1.07286], [1.11849, -4.77259, 0.90512], [-1.16273, -3.99904, 1.69334], [-1.33765, -5.44607, 2.16695], [-1.30799, -3.09771, 2.92856], [-2.26607, -3.69020, 0.67053], [5.26954, -6.32527, -0.53133], [5.23449, -4.80999, 0.35650], [4.61968, -4.88879, -1.30483], [4.07942, -7.45859, 1.32652], [2.49775, -6.90596, 1.86224], [3.93485, -5.94840, 2.23243], [3.23628, -7.57256, -1.08314], [2.50570, -6.14431, -1.82322], [1.64287, -7.02843, -0.56106], [3.78216, -3.07609, -0.27437], [4.98762, 0.62713, 0.40685], [3.83535, 3.35077, 3.46654], [2.33391, 4.53610, 4.30483], [2.47106, 3.08598, 5.31265], [0.99015, 4.03692, 5.31735], [0.80464, 4.54731, 2.32523], [-0.56385, 4.05062, 3.32339], [-0.12669, 3.10368, 1.89737], [1.04942, 1.15404, 4.95312], [0.06066, 0.95792, 3.50222], [-0.44330, 2.07607, 4.77149], [5.36199, 4.71783, 2.45840], [7.08050, 4.41066, 2.66215], [5.94372, 3.73897, 3.82000], [5.60053, 3.81373, 0.06274], [6.41423, 2.26835, -0.20584], [7.30886, 3.63165, 0.44073], [6.79291, 1.41661, 3.42896], [8.00515, 2.06346, 2.32402], [6.94172, 0.76180, 1.80059], [0.81053, -5.76777, 1.17435], [-0.55687, -5.72244, 2.87184], [-1.34225, -6.14621, 1.33492], [-2.29189, -5.53667, 2.68007], [-0.55095, -3.36141, 3.66428], [-2.28802, -3.23902, 3.37881], [-1.19422, -2.04818, 2.67054], [-2.13478, -4.30415, -0.21931], [-2.24813, -2.64027, 0.38448], [-3.24126, -3.91069, 1.09830], [0.60468, 2.10992, -1.38661], [0.31002, 2.38799, -2.76530], [0.02424, 3.68965, -3.14902], [-0.14712, 4.00507, -4.48364], [-0.01961, 3.01189, -5.43789], [0.21084, 1.70765, -5.04974], [0.37782, 1.35615, -3.70819], [0.49577, -0.07665, -3.37348], [1.16399, -0.90249, -4.28286], [1.08148, -2.28007, -4.20934], [0.24137, -2.85026, -3.26642], [-0.33706, -2.04635, -2.29729], [-0.16926, -0.65735, -2.26413], [1.60269, 1.87225, -1.30979], [0.45929, 2.95654, -0.83149], [-0.04751, 4.46453, -2.39765], [-0.35390, 5.02132, -4.77433], [-0.10813, 3.25504, -6.48470], [0.25272, 0.93933, -5.80391], [1.77673, -0.44611, -5.04719], [1.64679, -2.89629, -4.89390], [0.05864, -3.91394, -3.26411], [-0.95293, -2.52307, -1.54603], [-2.64421, 1.25860, 1.33916], [-3.92232, 1.77054, 1.77953], [-3.90396, 3.22366, 1.68275], [-3.66048, 3.65855, 0.31096], [-2.38696, 3.13160, -0.12498], [-2.34274, 1.65304, -0.05989], [-3.44368, 1.14790, -0.91543], [-4.73039, 1.65902, -0.48895], [-4.96531, 1.26137, 0.89639], [-4.70810, 3.11630, -0.54853], [-2.65697, 0.16514, 1.39936], [-1.85957, 1.64081, 1.99710], [-3.11388, 3.61561, 2.32761], [-4.86442, 3.61931, 2.01463], [-1.60583, 3.54434, 0.52082], [-2.21845, 3.44169, -1.16126], [-3.45119, 0.05284, -0.86130], [-3.25344, 1.46075, -1.94866], [-4.98394, 0.17091, 0.95658], [-5.92936, 1.65840, 1.22081], [-5.67544, 3.50395, -0.22215], [-4.51810, 3.43607, -1.57689]],
  "forces_ev_per_a": [[1.204, -0.834, 1.267], [-0.298, -0.056, 0.114], [0.060, -0.184, 0.030], [0.010, 0.100, -0.195], [0.159, 0.094, 0.165], [0.028, 0.393, -0.014], [0.124, -0.351, 0.056], [-0.553, 0.602, 0.037], [-0.434, 0.290, 0.523], [-0.737, -0.174, -0.057], [0.142, 0.085, 0.034], [-0.251, -0.117, -0.025], [0.368, -0.121, -0.197], [-0.600, -0.438, -0.359], [2.709, 0.414, 0.166], [-2.694, -0.743, -1.507], [-0.153, 0.046, 0.049], [-0.103, -0.112, -0.215], [0.078, -0.076, 0.079], [0.007, 0.009, -0.100], [0.214, 0.040, -0.017], [-0.008, -0.206, -0.128], [-0.022, 0.005, 0.199], [-0.108, 0.188, -0.034], [2.201, -1.944, -0.143], [-1.292, 3.001, -0.992], [-0.246, 0.737, -0.121], [0.234, 0.097, -0.093], [-0.182, 0.002, 0.056], [0.023, 0.252, -0.107], [0.017, -0.026, -0.140], [0.082, 0.044, 0.124], [0.074, -0.098, -0.016], [0.067, 0.112, 0.072], [0.050, 0.087, -0.125], [0.075, -0.102, -0.008], [-0.055, -0.062, 0.086], [0.022, 0.011, 0.077], [0.050, -0.146, -0.056], [-0.043, 0.010, -0.128], [-0.114, -0.055, 0.013], [0.039, -0.121, -0.002], [0.169, 0.014, -0.020], [0.057, 0.167, 0.146], [0.063, 0.130, -0.025], [0.096, -0.015, 0.079], [-0.090, 0.049, 0.107], [0.051, 0.103, -0.045], [-0.132, 0.095, 0.105], [-0.058, 0.031, -0.048], [0.022, -0.070, 0.039], [-0.064, -0.051, 0.069], [-0.083, 0.059, 0.116], [-0.055, 0.104, 0.032], [0.121, 0.021, 0.009], [-0.043, 0.026, 0.134], [-0.085, 0.077, -0.094], [-0.024, -0.133, -0.125], [0.167, 0.053, -0.016], [-0.012, -0.074, 0.147], [0.185, 0.033, 0.009], [0.011, -0.146, -0.089], [-0.036, -0.129, 0.069], [0.067, -0.102, 0.063], [0.043, -0.131, -0.076], [-0.109, -0.006, 0.031], [0.055, 0.034, 0.118], [-0.118, -0.016, 0.068], [0.003, 0.091, 0.049], [-0.048, -0.056, -0.112], [-0.090, -0.044, -0.045], [-0.134, -0.055, 0.042], [0.082, -0.660, 0.553], [-0.142, -0.059, -0.807], [0.014, -0.109, 0.209], [0.039, -0.001, -0.014], [-0.015, 0.120, -0.005], [0.101, 0.069, 0.108], [-0.047, 0.367, 0.169], [0.057, -0.195, -0.085], [-0.039, 0.254, 0.194], [-0.059, -0.079, 0.086], [-0.026, 0.099, -0.020], [-0.276, -0.325, 0.107], [0.100, 0.274, 0.265], [-0.241, 0.246, 0.111], [0.014, -0.298, 0.093], [0.052, 0.103, 0.086], [-0.036, 0.145, -0.026], [-0.085, -0.008, -0.110], [-0.047, -0.132, -0.049], [-0.023, 0.025, -0.087], [-0.045, -0.022, -0.079], [0.031, -0.107, 0.076], [0.138, 0.000, 0.093], [-0.065, -0.087, 0.453], [-0.049, -0.151, 0.246], [0.031, 0.147, 0.165], [0.058, 0.287, -0.057], [0.239, 0.385, -0.080], [0.476, -0.309, 0.003], [-0.152, -0.212, -0.291], [-0.129, -0.148, -0.213], [-0.133, -0.150, 0.035], [-0.038, 0.092, -0.132], [0.046, 0.015, -0.011], [0.024, -0.062, -0.106], [-0.042, 0.017, 0.009], [0.024, 0.002, 0.026], [0.011, -0.095, -0.098], [0.083, -0.068, 0.039], [0.021, 0.120, -0.061], [0.030, -0.104, 0.121], [-0.054, 0.021, 0.020], [0.030, -0.084, -0.018], [0.055, -0.012, -0.063], [-0.088, -0.020, 0.038]],
  "mulliken_spin": [2.833, 0.001, 0.002, 0.004, 0.004, 0.041, -0.029, 0.001, 0.219, 0.078, -0.056, 0.029, -0.009, 0.006, 0.009, 0.299, 0.002, 0.001, 0.031, 0.006, 0.002, 0.000, 0.003, 0.003, 0.077, 0.164, 0.013, -0.014, 0.002, 0.001, 0.000, 0.019, 0.000, 0.000, 0.000, 0.000, 0.000, 0.000, 0.000, 0.000, 0.000, -0.006, -0.005, -0.002, 0.000, 0.000, 0.000, 0.000, 0.000, -0.010, -0.001, -0.007, -0.001, 0.000, 0.000, 0.000, 0.000, -0.001, 0.000, 0.000, 0.000, 0.000, -0.002, 0.000, 0.000, 0.000, -0.001, 0.000, -0.001, 0.000, -0.012, 0.000, 0.029, 0.016, -0.003, 0.009, -0.004, 0.012, -0.019, 0.059, -0.047, 0.078, -0.034, -0.028, -0.089, 0.001, 0.007, 0.000, 0.000, 0.000, 0.002, 0.001, 0.002, -0.001, 0.018, -0.010, 0.007, 0.001, 0.008, -0.010, 0.277, 0.014, 0.010, 0.004, 0.001, -0.051, 0.050, -0.001, 0.000, 0.002, -0.001, 0.001, -0.003, -0.002, 0.000, 0.000, -0.001],
  "spin_multiplicity": 5,
  "relative_energy_kcal_mol": 0.0,
  "fmax_ha_per_bohr": 0.0664,
  "e_tot_ha": -4706.1462,
  "homo_energy_ev": [-10.26, -10.03],
  "charge": 1,
  "lumo_energy_ha": [-0.090, -0.176]
}